(1)
{"formula": "C23H21N7STl", "method": "wB97M-V/def2-TZVPD", "charge": 1, "e_lumo_ha": -0.104, "de_lowest_ev": 0.000, "homo_ev": -10.8, "homo_lumo_gap_ev": 7.965, "total_energy_ha": -1842.87626, "symbols": ["Tl", "C", "C", "C", "C", "N", "C", "C", "C", "C", "C", "C", "N", "C", "C", "C", "C", "C", "N", "H", "H", "H", "H", "H", "H", "H", "H", "H", "H", "H", "C", "C", "N", "N", "C", "N", "S", "C", "C", "C", "C", "C", "N", "H", "H", "H", "H", "H", "H", "H", "H", "H", "H"], "xyz": [[0.60, -0.32, -1.78], [0.85, -2.69, 2.31], [0.50, -1.80, 3.31], [0.55, -0.44, 3.04], [0.96, 0.00, 1.79], [1.24, -0.87, 0.81], [1.19, -2.18, 1.07], [1.16, 1.46, 1.51], [1.30, 2.36, 2.56], [1.54, 3.69, 2.27], [1.63, 4.09, 0.95], [1.46, 3.13, -0.05], [1.24, 1.84, 0.24], [1.56, 3.52, -1.49], [1.33, 4.82, -1.91], [1.51, 5.14, -3.24], [1.90, 4.15, -4.13], [2.06, 2.87, -3.63], [1.89, 2.55, -2.35], [0.86, -3.76, 2.48], [0.20, -2.15, 4.29], [0.27, 0.26, 3.81], [1.42, -2.83, 0.24], [1.26, 2.04, 3.59], [1.66, 4.41, 3.06], [1.85, 5.11, 0.70], [1.00, 5.58, -1.21], [1.34, 6.16, -3.59], [2.07, 4.36, -5.17], [2.33, 2.05, -4.29], [-2.35, -3.87, 0.67], [-1.77, -2.68, -0.04], [-0.96, -2.76, -1.03], [-0.54, -3.96, -1.44], [0.06, -4.12, -2.67], [0.64, -5.33, -2.82], [0.03, -2.99, -3.88], [-2.16, -1.31, 0.39], [-2.88, -1.11, 1.57], [-3.28, 0.17, 1.92], [-2.96, 1.22, 1.09], [-2.21, 0.94, -0.05], [-1.80, -0.28, -0.38], [-2.42, -4.73, 0.00], [-3.36, -3.67, 1.01], [-1.75, -4.15, 1.54], [-0.76, -4.79, -0.91], [0.83, -5.95, -2.05], [1.08, -5.52, -3.71], [-3.13, -1.94, 2.21], [-3.85, 0.32, 2.82], [-3.28, 2.23, 1.30], [-1.93, 1.74, -0.73]]}



(2)
{"formula": "C2H6BrN2O", "method": "wB97M-V/def2-TZVPD", "charge": 1, "e_lumo_ha": -0.168, "de_lowest_ev": 2.187, "homo_ev": -13.4, "smiles": "[NH3+]C(=O)CNBr", "homo_lumo_gap_ev": 8.870, "total_energy_ha": -2838.22378, "symbols": ["N", "C", "O", "C", "N", "Br", "H", "H", "H", "H", "H", "H"], "xyz": [[-0.58, -1.34, -0.95], [-0.73, 0.02, -0.27], [-1.75, 0.50, -0.02], [0.62, 0.69, -0.06], [0.93, 1.34, 1.28], [0.72, 0.28, 2.85], [0.07, -1.25, -1.68], [-1.43, -1.80, -1.16], [-0.36, -2.10, -0.32], [0.66, 1.51, -0.67], [1.58, 0.05, -0.22], [0.27, 2.10, 1.22]]}



(3)
{"formula": "C17H19Co2N2O7", "method": "wB97M-V/def2-TZVPD", "charge": -1, "e_lumo_ha": 0.067, "homo_ev": -0.9, "homo_lumo_gap_ev": 2.713, "total_energy_ha": -4060.77673, "symbols": ["C", "C", "C", "N", "C", "C", "C", "C", "C", "N", "O", "H", "H", "H", "H", "H", "H", "H", "H", "H", "H", "H", "H", "H", "H", "H", "H", "O", "C", "Co", "C", "O", "C", "O", "C", "C", "C", "Co", "C", "O", "C", "O", "C", "O", "H", "H", "H"], "xyz": [[3.43, 2.61, 4.22], [3.00, 2.85, 2.78], [2.56, 1.53, 2.18], [2.23, 1.68, 0.76], [0.97, 1.51, 0.33], [0.79, 1.57, -1.18], [0.63, 2.95, -1.77], [-0.65, 2.91, -2.64], [-1.40, 1.59, -2.35], [-0.49, 0.81, -1.40], [0.02, 1.31, 1.09], [3.77, 3.54, 4.68], [2.59, 2.21, 4.80], [4.25, 1.88, 4.24], [2.15, 3.55, 2.73], [3.82, 3.27, 2.18], [3.38, 0.79, 2.25], [1.68, 1.13, 2.70], [2.97, 1.94, 0.12], [1.61, 1.04, -1.68], [0.54, 3.71, -0.98], [1.52, 3.19, -2.36], [-1.29, 3.77, -2.42], [-0.38, 2.97, -3.70], [-2.33, 1.83, -1.80], [-1.63, 0.97, -3.22], [-0.94, 0.85, -0.45], [1.83, -5.09, -0.45], [0.93, -4.37, -0.55], [-0.65, -3.47, -0.61], [-1.38, -3.85, -2.19], [-1.84, -4.14, -3.21], [-1.38, -4.93, 0.21], [-1.60, -5.99, 0.64], [-1.09, -1.98, 0.37], [-0.64, -1.65, -0.85], [-0.17, -0.62, -1.73], [-2.91, -2.79, 0.31], [-3.59, -2.18, -1.18], [-4.05, -1.76, -2.16], [-3.43, -1.78, 1.66], [-3.76, -1.14, 2.56], [-4.04, -4.09, 0.57], [-4.84, -4.91, 0.74], [-0.67, -1.64, 1.32], [-0.45, -0.80, -2.78], [0.93, -0.75, -1.77]]}



(4)
{"formula": "C6H8ClIN2O7PSSi2", "method": "wB97M-V/def2-TZVPD", "charge": -3, "e_lumo_ha": 0.181, "de_lowest_ev": 4.810, "homo_ev": 3.5, "homo_lumo_gap_ev": 1.408, "total_energy_ha": -2945.77896, "symbols": ["C", "C", "C", "C", "C", "Si", "Cl", "N", "C", "S", "O", "Si", "I", "O", "N", "O", "H", "H", "H", "H", "H", "H", "H", "H", "O", "P", "O", "O", "O"], "xyz": [[2.35, -0.51, 0.97], [1.30, 0.26, 0.43], [0.24, 1.42, -0.12], [-0.40, 1.04, -1.58], [-1.32, -0.32, -1.60], [-2.85, -0.27, -0.41], [-4.30, -1.65, -1.28], [-3.69, 1.37, -0.45], [-4.13, 1.56, 0.86], [-4.81, 2.13, 2.34], [-2.49, -0.65, 1.26], [-1.64, -2.18, 1.44], [-1.57, -2.61, 3.92], [-2.34, -3.52, 0.56], [-1.54, -3.76, -0.50], [-0.51, -4.32, -0.18], [3.14, -1.31, 1.35], [-0.56, 1.65, 0.72], [0.83, 2.45, -0.28], [-0.96, 1.99, -2.05], [0.51, 0.83, -2.32], [-0.67, -1.30, -1.47], [-1.78, -0.39, -2.70], [-0.28, -1.98, 0.97], [6.03, 1.14, 1.17], [5.49, 2.01, 0.03], [6.41, 3.23, -0.17], [4.07, 2.49, 0.37], [5.45, 1.19, -1.27]]}



Q: The lowest charge belongs to which entry?
A: C6H8ClIN2O7PSSi2



Copy entry 4 word for word.
{"formula": "C6H8ClIN2O7PSSi2", "method": "wB97M-V/def2-TZVPD", "charge": -3, "e_lumo_ha": 0.181, "de_lowest_ev": 4.810, "homo_ev": 3.5, "homo_lumo_gap_ev": 1.408, "total_energy_ha": -2945.77896, "symbols": ["C", "C", "C", "C", "C", "Si", "Cl", "N", "C", "S", "O", "Si", "I", "O", "N", "O", "H", "H", "H", "H", "H", "H", "H", "H", "O", "P", "O", "O", "O"], "xyz": [[2.35, -0.51, 0.97], [1.30, 0.26, 0.43], [0.24, 1.42, -0.12], [-0.40, 1.04, -1.58], [-1.32, -0.32, -1.60], [-2.85, -0.27, -0.41], [-4.30, -1.65, -1.28], [-3.69, 1.37, -0.45], [-4.13, 1.56, 0.86], [-4.81, 2.13, 2.34], [-2.49, -0.65, 1.26], [-1.64, -2.18, 1.44], [-1.57, -2.61, 3.92], [-2.34, -3.52, 0.56], [-1.54, -3.76, -0.50], [-0.51, -4.32, -0.18], [3.14, -1.31, 1.35], [-0.56, 1.65, 0.72], [0.83, 2.45, -0.28], [-0.96, 1.99, -2.05], [0.51, 0.83, -2.32], [-0.67, -1.30, -1.47], [-1.78, -0.39, -2.70], [-0.28, -1.98, 0.97], [6.03, 1.14, 1.17], [5.49, 2.01, 0.03], [6.41, 3.23, -0.17], [4.07, 2.49, 0.37], [5.45, 1.19, -1.27]]}